Model i:
The following is a quantum chemistry calculation of an isolated ion of composition C5H13N4 and charge +1, from OMol25.

Last column: Löwdin charge in e.
Element x y z (Å)
C  -2.76565  -0.13820  -0.44773  0.01
N  -1.37109  -0.42433  -0.01859  -0.06
C  -0.85005  -1.48666  0.40765  -0.14
N  0.43732  -1.48332  0.54088  0.12
C  1.04730  -0.31524  -0.11187  -0.50
C  2.16764  0.23339  0.72565  -0.03
N  1.57761  -0.84229  -1.40113  0.06
C  -0.18781  0.62154  -0.45133  -0.19
N  -0.42275  1.78797  0.26724  0.11
H  -3.13038  0.62808  0.29476  0.10
H  -2.63061  0.42144  -1.44852  0.12
H  -3.34117  -1.09414  -0.42222  0.11
H  -1.39782  -2.33953  0.75660  0.17
H  1.03009  -2.31690  0.79922  0.20
H  2.75384  -0.61015  1.09760  0.09
H  1.93064  0.80171  1.62638  0.08
H  2.89903  0.98134  0.35697  0.11
H  2.42351  -1.55415  -1.34194  0.15
H  1.95931  -0.02287  -1.87742  0.08
H  -0.39341  0.68003  -1.64437  0.20
H  -0.21409  1.93418  1.19264  0.07
H  -0.63784  2.61982  -0.35048  0.14

Summary:
- frontier orbital gap (eV) = 10.90
- E_HOMO (eV) = -13.58
- total charge = +1
- structure (SMILES) = CN1C=[NH+][C@@](C)(N)[C@@H]1N

***

Model ii:
The following is a quantum chemistry calculation of an isolated ion of composition C5H13N4 and charge +1, from OMol25.

Last column: Löwdin charge in e.
Element x y z (Å)
C  1.41415  -1.10752  0.39189  -0.06
C  0.30987  -1.85757  0.17466  -0.11
C  1.85243  0.08722  -0.17236  -0.40
C  2.91549  0.80590  0.48679  -0.02
C  -2.81643  0.64518  0.77317  -0.05
N  -0.81424  -1.29998  -0.18924  -0.04
N  -0.89936  0.02581  -0.73392  -0.06
N  1.45217  0.49458  -1.32227  0.17
N  -2.37220  0.49919  -0.63349  -0.04
H  2.04842  -1.43961  1.20967  0.12
H  0.23698  -2.87568  0.44797  0.13
H  3.85353  0.11986  0.44788  0.15
H  2.66374  1.00990  1.47660  0.08
H  3.16353  1.80905  0.16243  0.09
H  -2.64257  -0.20804  1.38705  0.07
H  -2.35443  1.52312  1.30682  0.12
H  -3.88624  0.85742  0.80495  0.09
H  -1.49230  -2.01689  -0.43391  0.15
H  2.09227  1.23062  -1.61175  0.13
H  0.54464  0.30519  -1.75462  0.09
H  -3.00358  -0.11471  -1.14150  0.15
H  -2.26588  1.50695  -1.07683  0.22

Summary:
- frontier orbital gap (spin up / spin down) (eV) = 8.53 / 8.53
- E_HOMO (spin up / spin down) (eV) = -11.44 / -11.44
- total charge = +1

***

Model iii:
The following is a quantum chemistry calculation of C5H13N4 as an isolated structure, from OMol25.

Last column: Löwdin charge in e.
Element x y z (Å)
C  0.57918  1.41890  0.38069  -0.05
C  0.48873  -0.74466  -0.34163  -0.30
C  -1.26839  0.05766  -0.14473  -0.40
C  -1.93064  -0.66439  1.05321  0.01
C  2.63067  0.49267  -0.49567  0.02
N  1.27495  0.35687  0.05717  -0.11
N  -0.71917  1.33066  0.31571  0.13
N  0.85703  -1.84379  0.35520  0.08
N  -1.93671  0.30485  -1.27742  0.14
H  0.99734  2.28193  0.81794  0.16
H  0.73405  -0.69440  -1.45788  0.17
H  -1.26952  -0.99866  1.70299  0.01
H  -2.62042  -1.46005  0.83837  0.09
H  -2.57576  -0.01014  1.59553  0.09
H  3.23293  1.14917  0.07364  0.09
H  3.12629  -0.46574  -0.68278  0.11
H  2.45572  1.02619  -1.42062  0.10
H  -1.19751  2.16942  0.60654  0.17
H  0.92573  -1.70502  1.44490  0.17
H  0.32118  -2.67761  0.06932  0.12
H  -1.83867  1.15336  -1.71859  0.08
H  -2.26701  -0.47718  -1.77188  0.10

Summary:
- frontier orbital gap (eV) = 8.81
- E_HOMO (eV) = -12.00
- total charge = +1

***

Each structure's energy above the most stable one, in kcal/mol: model i 0.0; model ii 70.0; model iii 18.2.

***

Model i:
The following is a quantum chemistry calculation of one molecule with the formula C5H6Br2, from OMol25.

Last column: Löwdin charge in e.
Element x y z (Å)
Br  2.58323  1.32910  0.12604  0.66
C  1.09868  0.67073  -0.87667  -0.67
C  0.41369  -0.47031  -0.07624  -0.85
Br  1.50051  -2.07431  -0.04802  0.69
C  -1.25401  -0.69431  -0.70212  0.03
C  -1.67225  -0.39675  0.54035  -0.09
C  -0.31231  -0.02297  1.22808  -0.19
H  0.59816  1.57791  -1.14614  0.05
H  1.29878  0.17744  -1.77129  0.03
H  -1.40440  -0.76460  -1.74241  0.07
H  -2.53136  -0.07455  1.09938  0.09
H  -0.40434  1.04414  1.18823  0.09
H  0.08562  -0.30153  2.18081  0.10

Summary:
- frontier orbital gap (eV) = 10.32
- E_HOMO (eV) = -9.54
- total charge = 0
- structure (SMILES) = BrC[C@]1(Br)C=CC1

***

Model ii:
The following is a quantum chemistry calculation of a 2-piece molecular cluster, C5H6Br2 overall, from OMol25.

Last column: Löwdin charge in e.
Element x y z (Å)
C  -2.25845  -1.22055  0.05180  -0.15
C  -0.01203  0.56002  0.63693  -0.03
C  -1.67367  -0.73979  1.11667  -0.77
C  0.84055  0.29704  -0.30656  -0.75
C  2.09751  1.07180  -0.71957  -0.18
Br  -1.83049  -1.15751  2.88432  0.73
Br  0.72379  -1.20607  -1.54412  0.70
H  -3.02773  -2.07607  0.34938  0.11
H  -1.99079  -0.77618  -0.90448  0.03
H  -0.24232  1.52983  1.19744  0.10
H  2.38693  1.86426  -0.11382  0.04
H  1.95012  1.41807  -1.80737  0.09
H  3.03658  0.43515  -0.84065  0.09

Summary:
- frontier orbital gap (eV) = 9.75
- E_HOMO (eV) = -9.47
- total charge = 0

***

Each structure's energy above the most stable one, in kcal/mol: model i 0.0; model ii 34.6.

***

Model i:
The following is a quantum chemistry calculation of a 2-piece molecular cluster, C4H10NO2 overall, from OMol25.

Last column: Löwdin charge in e.
Element x y z (Å)
C  0.81979  -2.09783  -1.74309  -0.04
C  1.29994  -1.72125  -0.32015  -0.16
C  -0.42824  -1.28670  1.38822  0.20
N  0.24626  -2.07612  0.65679  0.04
H  0.70370  -3.17502  -1.83225  0.08
H  -0.14988  -1.62551  -1.87964  0.08
H  1.56435  -1.69687  -2.42236  0.09
H  2.17574  -2.29689  -0.03428  0.13
H  1.43955  -0.64483  -0.27758  0.11
H  -1.13662  -1.75979  2.04491  0.13
H  -0.23789  -0.22078  1.32460  0.10
H  0.00573  -3.06394  0.70064  0.18
O  0.21274  1.63882  0.02754  0.05
C  -0.38684  2.66881  -0.05777  -0.37
O  -1.67582  2.74633  0.25967  0.11
H  0.06807  3.58890  -0.44092  0.15
H  -2.00335  3.63708  0.05821  0.13

Summary:
- frontier orbital gap (eV) = 9.99
- E_HOMO (eV) = -14.51
- total charge = +1

***

Model ii:
The following is a quantum chemistry calculation of an isolated ion of composition C4H10NO2 and charge +1, from OMol25.

Last column: Löwdin charge in e.
Element x y z (Å)
C  -0.65849  -1.04327  1.48805  -0.02
C  -0.62413  0.20599  0.60991  -0.35
O  -1.56439  0.04432  -0.46592  -0.04
C  0.73145  0.36450  -0.09953  -0.19
N  0.78347  -0.70864  -1.16316  0.26
C  0.88027  1.73827  -0.77980  -0.19
O  1.93083  2.30918  -0.74132  0.13
H  -1.38108  -0.87828  2.28960  0.10
H  -1.00757  -1.91209  0.92963  0.09
H  0.27335  -1.30126  1.97554  0.09
H  -0.89981  1.09216  1.17552  0.16
H  -2.36372  0.56497  -0.33900  0.13
H  1.55957  0.23438  0.59095  0.16
H  1.20832  -1.56407  -0.80509  0.18
H  1.35372  -0.42141  -1.95733  0.18
H  -0.18296  -0.87983  -1.47242  0.16
H  -0.03884  2.15509  -1.23562  0.15

Summary:
- frontier orbital gap (eV) = 10.55
- E_HOMO (eV) = -14.54
- total charge = +1
- structure (SMILES) = C[C@H](O)[C@@H]([NH3+])C=O

***

Model iii:
The following is a quantum chemistry calculation of an isolated ion of composition C4H10NO2 and charge +1, from OMol25.

Last column: Löwdin charge in e.
Element x y z (Å)
C  -1.36897  0.56512  1.69093  -0.08
C  -0.40171  1.37087  0.87558  -0.17
N  0.63022  0.51081  0.06984  0.01
C  0.15319  -0.29073  -1.10646  -0.05
C  1.06377  -1.34687  -1.69427  -0.47
O  1.93225  -1.22927  -2.51183  0.17
O  0.82161  -2.49112  -0.98934  0.16
H  -1.01987  -0.41896  1.83785  0.07
H  -1.47220  1.05019  2.67163  0.10
H  -2.37200  0.55358  1.18264  0.11
H  0.35480  2.03533  1.45432  0.16
H  -1.02979  1.98441  0.09011  0.17
H  1.32548  1.28331  -0.23204  0.21
H  1.25462  -0.06457  0.77577  0.23
H  -0.77850  -0.84124  -0.85527  0.15
H  -0.23242  0.52412  -1.84740  0.18
H  1.13952  -3.19497  -1.41207  0.06

Summary:
- frontier orbital gap (eV) = 11.44
- E_HOMO (eV) = -15.19
- total charge = +1
- structure (SMILES) = CC[NH2+]CC(=O)O

***

Model iv:
The following is a quantum chemistry calculation of a 2-piece molecular cluster, C4H10NO2 overall, from OMol25.

Last column: Löwdin charge in e.
Element x y z (Å)
O  1.92793  -0.39693  -2.38057  0.15
C  1.28415  -1.04279  -1.40239  -0.56
C  0.14241  -0.13914  -0.87098  -0.13
N  -0.20546  -0.68929  0.41654  0.04
C  -1.33039  -0.03652  1.08281  -0.19
C  -1.08823  1.43130  1.45905  -0.04
O  1.42954  -2.20713  -1.14367  0.20
H  2.34697  -1.04997  -2.95558  0.15
H  0.49401  0.87883  -0.89066  0.13
H  -0.71958  -0.34401  -1.51129  0.16
H  1.93669  -0.42527  0.24652  0.44
H  0.64766  -0.65917  1.03083  0.12
H  -1.57026  -0.66293  1.93621  0.13
H  -2.17242  -0.07621  0.38600  0.14
H  -0.45569  1.57420  2.33589  0.09
H  -2.07841  1.85316  1.59303  0.09
H  -0.58891  1.99189  0.66825  0.07

Summary:
- frontier orbital gap (eV) = 6.33
- E_HOMO (eV) = -15.44
- total charge = +1

***

Each structure's energy above the most stable one, in kcal/mol: model i 0.0; model ii 11.5; model iii 19.4; model iv 137.2.